Record 1
{
  "formula": "H24O12",
  "method": "ωB97M-V with the def2-TZVPD basis set",
  "homo_energy_ev": -10.2,
  "charge": 0,
  "smiles": "O.O.O.O.O.O.O.O.O.O.O.O",
  "e_lumo_ev": -0.238,
  "symbols": ["O", "H", "H", "O", "H", "H", "O", "H", "H", "O", "H", "H", "O", "H", "H", "O", "H", "H", "O", "H", "H", "O", "H", "H", "O", "H", "H", "O", "H", "H", "O", "H", "H", "O", "H", "H"],
  "xyz": [[5.1336, -73.6198, -22.2673], [5.2456, -73.0437, -23.1039], [5.4290, -73.1683, -21.5829], [5.5216, -75.0885, -26.0144], [5.0891, -75.7858, -25.6098], [5.3271, -74.3238, -25.4194], [3.4322, -73.2222, -27.4936], [3.6712, -72.6707, -28.2697], [4.1404, -73.0455, -26.8253], [3.0278, -75.7645, -23.5485], [3.8716, -75.2324, -23.2648], [2.4315, -76.0180, -22.9132], [4.7341, -72.9943, -24.8856], [3.7450, -72.8408, -24.9604], [5.3411, -72.1513, -24.9304], [1.2724, -74.3694, -24.6664], [1.1719, -74.5606, -25.6408], [2.1672, -74.7732, -24.4773], [7.6810, -71.3838, -27.2636], [6.6579, -71.4692, -27.4075], [8.0579, -72.2289, -27.4898], [5.0889, -70.8510, -27.1011], [4.3584, -70.6518, -26.5404], [4.9971, -70.1187, -27.6562], [1.9404, -75.0399, -27.2238], [2.5276, -74.1372, -27.0962], [0.9119, -74.8560, -27.2817], [5.4812, -70.1160, -24.2262], [5.8187, -69.9247, -25.0554], [6.0983, -70.4543, -23.5427], [8.3607, -72.1048, -24.7599], [8.4667, -73.0416, -24.5951], [7.9263, -72.0118, -25.5903], [2.2267, -72.1451, -24.7078], [1.6012, -72.7955, -24.8952], [2.0614, -72.2329, -23.7912]],
  "lowdin_charge": [-0.02, 0.05, -0.05, -0.05, -0.02, -0.03, -0.02, 0.11, 0.05, -0.03, 0.11, 0.02, -0.14, 0.04, 0.10, -0.12, 0.02, 0.01, -0.09, 0.06, 0.04, -0.01, 0.06, 0.06, -0.19, -0.01, 0.09, -0.02, -0.02, 0.08, -0.05, 0.04, -0.06, -0.02, -0.04, 0.05]
}



Record 2
{
  "formula": "H24O12",
  "method": "ωB97M-V with the def2-TZVPD basis set",
  "homo_energy_ev": -10.4,
  "charge": 0,
  "smiles": "O.O.O.O.O.O.O.O.O.O.O.O",
  "e_lumo_ev": -0.083,
  "symbols": ["O", "H", "H", "O", "H", "H", "O", "H", "H", "O", "H", "H", "O", "H", "H", "O", "H", "H", "O", "H", "H", "O", "H", "H", "O", "H", "H", "O", "H", "H", "O", "H", "H", "O", "H", "H"],
  "xyz": [[2.7287, -1.0244, 3.1644], [3.1657, -1.8064, 2.8574], [1.8827, -1.0504, 2.7884], [-2.6913, -1.2444, -0.1356], [-1.9433, -0.7674, 0.2844], [-2.2033, -1.8254, -0.6636], [-1.2133, 0.1486, -3.0756], [-2.0563, 0.6146, -3.0086], [-1.5223, -0.5284, -3.7276], [0.2227, -0.9994, 2.3974], [-0.4243, -1.6474, 2.6524], [-0.0803, -0.1794, 2.8284], [1.8597, -1.5974, -3.0236], [1.6137, -0.8044, -3.4686], [1.8387, -1.3574, -2.1256], [0.4447, 2.9696, 1.4434], [1.2717, 3.4136, 1.2094], [0.3187, 2.1916, 0.8864], [1.4847, 1.6986, -1.7326], [0.6507, 2.1906, -1.7576], [2.2057, 2.3046, -1.5646], [-0.4213, 0.3726, 0.2584], [0.0117, -0.1264, 0.9594], [-0.1103, -0.1734, -0.4556], [1.5247, -1.3654, -0.3626], [2.1047, -0.7404, 0.0814], [1.1887, -2.1094, 0.2074], [-0.9803, -2.5494, -1.9796], [-0.0283, -2.6834, -2.0816], [-1.2573, -1.9324, -2.6606], [-0.5913, 1.3866, 3.4744], [-0.2073, 2.1086, 2.9364], [-1.5003, 1.2916, 3.1464], [-2.5393, 1.9666, -0.2766], [-3.0603, 2.2356, 0.4634], [-1.6873, 1.6206, 0.0614]],
  "lowdin_charge": [-0.03, 0.02, -0.07, -0.05, 0.00, -0.05, -0.06, 0.06, 0.06, -0.05, 0.09, 0.03, -0.03, 0.02, -0.06, -0.05, 0.07, 0.00, -0.04, 0.05, 0.04, -0.09, 0.00, 0.03, -0.05, 0.08, 0.11, -0.05, 0.03, 0.01, -0.04, 0.02, 0.07, -0.06, 0.02, -0.02]
}



Record 3
{
  "formula": "H24O12",
  "method": "ωB97M-V with the def2-TZVPD basis set",
  "homo_energy_ev": -9.0,
  "charge": 0,
  "smiles": "O.O.O.O.O.O.O.O.O.O.O.O",
  "e_lumo_ev": -0.079,
  "symbols": ["O", "H", "H", "O", "H", "H", "O", "H", "H", "O", "H", "H", "O", "H", "H", "O", "H", "H", "O", "H", "H", "O", "H", "H", "O", "H", "H", "O", "H", "H", "O", "H", "H", "O", "H", "H"],
  "xyz": [[-0.2540, 0.0027, 1.0959], [-1.0879, 0.1299, 0.6318], [0.3637, 0.3630, 0.4686], [-5.6103, 0.7168, -0.1334], [-5.2238, 0.0220, 0.4199], [-5.3003, 1.5339, 0.2638], [-3.0753, 2.8994, -1.0084], [-3.5606, 2.1373, -0.7051], [-3.5133, 3.6445, -0.4611], [-1.2197, 1.4149, -0.8971], [-1.6034, 1.5366, -1.7725], [-1.2656, 2.3211, -0.4155], [2.4050, 1.3082, 2.6699], [1.5133, 0.9760, 2.7703], [2.8407, 0.5150, 3.1472], [4.6826, 0.3147, 0.7060], [4.9701, -0.5743, 0.5658], [5.5922, 0.7064, 1.0048], [2.9952, -2.8960, -1.2146], [2.5161, -2.6028, -1.9344], [2.4658, -3.6562, -0.8898], [2.0846, 3.4498, -0.2477], [1.8160, 2.6152, -0.4936], [1.3335, 3.6677, 0.3210], [0.3169, -1.3698, -0.9522], [1.0412, -2.0069, -0.6193], [0.8360, -0.8603, -1.5662], [-1.8091, -2.2820, 0.5316], [-1.8490, -1.5754, -0.1508], [-1.8539, -3.0204, -0.0154], [4.0071, -0.2452, -0.9967], [4.0883, 0.0545, -1.9583], [3.6686, -1.1307, -1.1282], [-3.7883, -2.6977, 1.1566], [-4.6699, -2.7938, 1.5332], [-3.8524, -2.6181, 0.2740]],
  "lowdin_charge": [-0.08, -0.01, 0.00, -0.05, 0.04, 0.02, -0.09, 0.01, 0.11, -0.11, 0.05, 0.10, -0.10, -0.01, 0.08, -0.13, 0.02, 0.10, -0.02, 0.00, 0.09, -0.02, -0.03, 0.04, -0.08, 0.08, 0.03, -0.06, 0.05, 0.01, -0.12, 0.10, -0.01, -0.04, 0.05, -0.03]
}



Record 4
{
  "formula": "H24O12",
  "method": "ωB97M-V with the def2-TZVPD basis set",
  "homo_energy_ev": -7.5,
  "charge": 0,
  "e_lumo_ev": -0.458,
  "symbols": ["O", "H", "H", "O", "H", "H", "O", "H", "H", "O", "H", "H", "O", "H", "H", "O", "H", "H", "O", "H", "H", "O", "H", "H", "O", "H", "H", "O", "H", "H", "O", "H", "H", "O", "H", "H"],
  "xyz": [[-0.0811, -0.3955, 0.3522], [-0.3415, 0.0584, -0.4493], [0.3330, 0.2814, 0.8875], [-0.6599, -2.0350, -0.7657], [-0.0829, -1.5046, -0.2161], [-0.2030, -2.0960, -1.6046], [-0.9489, 0.9171, -1.4280], [-1.5387, 1.1417, -2.1477], [-1.5067, 0.9226, -0.6501], [0.3556, -0.2410, -2.3316], [-0.4614, 0.0753, -1.9461], [0.4463, 0.2571, -3.1440], [1.0706, -1.7876, 1.2304], [1.0226, -1.6801, 2.1803], [0.3245, -1.2908, 0.8946], [1.9977, -1.2378, -0.4508], [2.8608, -1.5168, -0.1450], [1.4639, -1.1963, 0.3426], [1.7565, 0.6348, -1.0628], [2.2306, -0.0209, -0.5513], [1.2234, 0.1243, -1.6722], [1.1408, 0.8960, 1.6183], [1.9134, 0.5913, 1.1423], [0.9944, 0.2298, 2.2898], [-0.8104, 1.5096, 1.3771], [-1.4027, 1.3059, 0.6533], [-1.0383, 0.8775, 2.0588], [-1.4751, -0.5717, 2.0233], [-1.3666, -1.5124, 2.1634], [-0.7470, -0.3286, 1.4515], [-2.2468, 0.6691, 0.0250], [-2.9427, 1.3184, 0.1268], [-2.6362, -0.1500, 0.3310], [0.5115, 2.2368, -0.6431], [1.1148, 1.5093, -0.7945], [-0.2705, 2.0087, -1.1457]],
  "lowdin_charge": [-0.10, 0.07, -0.07, -0.01, -0.10, 0.05, 0.05, 0.19, -0.21, 0.08, -0.17, 0.13, 0.06, 0.12, -0.16, 0.02, 0.12, -0.16, 0.01, -0.07, -0.17, 0.08, 0.11, 0.10, -0.08, -0.11, 0.02, -0.02, 0.10, -0.09, 0.21, 0.19, 0.18, -0.06, -0.24, -0.08]
}